[1]
Formula: C48H120N12O14P2
Source: the OMol25 dataset
Level of theory: ωB97M-V/def2-TZVPD

```
196
C48H120N12O14P2 ωB97M-V/def2-TZVPD
C -0.913 2.180 1.147
N -0.436 1.050 1.833
C -0.100 1.243 3.253
P -0.009 -0.474 1.075
O 1.190 -1.110 1.631
N -1.458 -1.369 1.283
C -2.723 -0.803 0.892
C -1.541 -2.580 2.043
N 0.083 -0.139 -0.632
C -0.426 -0.980 -1.764
C 1.341 0.521 -1.119
H -0.963 1.965 0.080
H -0.280 3.018 1.438
H -1.946 2.298 1.475
H -0.876 1.845 3.725
H 0.802 1.834 3.416
H -0.004 0.306 3.802
H -3.212 -1.425 0.142
H -3.420 -0.843 1.729
H -2.591 0.206 0.502
H -2.528 -3.035 1.964
H -0.700 -3.191 1.714
H -1.345 -2.465 3.109
H 0.277 -1.690 -2.198
H -1.169 -1.707 -1.436
H -0.794 -0.374 -2.592
H 1.155 1.124 -2.007
H 2.192 -0.143 -1.272
H 1.796 1.214 -0.412
C 1.945 -3.922 -10.934
N 3.130 -4.514 -10.295
C 2.837 -5.393 -9.225
P 4.725 -4.574 -11.048
O 4.716 -5.436 -12.264
N 5.106 -2.865 -11.418
C 5.527 -2.506 -12.788
C 4.841 -1.772 -10.495
N 5.842 -4.921 -9.767
C 7.165 -5.478 -10.087
C 5.882 -4.129 -8.519
H 2.068 -4.109 -12.001
H 1.958 -2.841 -10.797
H 1.002 -4.351 -10.593
H 2.127 -4.981 -8.507
H 3.778 -5.728 -8.788
H 2.214 -6.240 -9.510
H 6.060 -3.295 -13.320
H 4.642 -2.265 -13.376
H 6.161 -1.622 -12.718
H 4.040 -1.167 -10.920
H 4.584 -1.972 -9.455
H 5.664 -1.061 -10.423
H 7.794 -5.467 -9.197
H 7.057 -6.445 -10.579
H 7.735 -4.837 -10.760
H 6.459 -4.606 -7.726
H 4.849 -4.054 -8.181
H 6.274 -3.120 -8.649
C -4.692 3.138 -7.104
O -5.331 2.657 -5.983
C -6.265 3.558 -5.414
C -6.788 3.090 -4.027
C -7.369 1.701 -4.094
N -7.715 3.968 -3.316
H -3.954 3.917 -6.911
H -5.382 3.586 -7.819
H -4.245 2.307 -7.650
H -5.707 4.491 -5.334
H -7.112 3.634 -6.096
H -5.966 3.038 -3.314
H -6.523 1.079 -4.388
H -8.187 1.513 -4.789
H -7.653 1.249 -3.144
H -8.519 4.269 -3.849
H -8.032 3.443 -2.513
C 10.626 5.618 -6.619
O 9.792 5.139 -7.576
C 8.806 5.939 -8.229
C 7.762 6.555 -7.259
C 6.963 5.517 -6.458
N 6.842 7.373 -7.966
H 10.364 5.493 -5.568
H 10.821 6.661 -6.871
H 11.571 5.083 -6.706
H 9.186 6.832 -8.724
H 8.397 5.299 -9.011
H 8.275 7.159 -6.510
H 5.970 5.382 -6.887
H 6.922 5.802 -5.407
H 7.399 4.524 -6.566
H 6.337 6.831 -8.653
H 6.078 7.847 -7.506
C -1.503 -11.146 1.668
O -1.762 -10.399 0.429
C -2.257 -11.183 -0.682
C -2.619 -10.263 -1.913
C -3.814 -9.368 -1.682
N -2.958 -11.035 -3.060
H -2.353 -11.745 1.994
H -1.159 -10.511 2.484
H -0.650 -11.808 1.521
H -1.391 -11.812 -0.887
H -3.110 -11.786 -0.370
H -1.879 -9.505 -2.173
H -4.734 -9.929 -1.851
H -3.849 -8.449 -2.265
H -3.965 -9.198 -0.616
H -2.201 -11.672 -3.262
H -2.906 -10.450 -3.882
C -10.930 -4.321 2.493
O -12.076 -3.501 2.674
C -11.819 -2.491 3.694
C -11.014 -1.261 3.178
C -10.519 -0.281 4.242
N -11.796 -0.547 2.221
H -11.148 -5.287 2.038
H -10.357 -4.495 3.403
H -10.307 -3.793 1.771
H -12.785 -2.141 4.058
H -11.426 -2.837 4.650
H -10.089 -1.646 2.747
H -9.715 -0.722 4.832
H -11.333 -0.034 4.924
H -10.119 0.663 3.873
H -12.597 -0.212 2.738
H -12.171 -1.125 1.482
C -3.696 -0.158 11.445
O -3.616 -1.337 12.161
C -4.362 -2.537 11.787
C -3.513 -3.377 10.784
C -4.102 -4.727 10.366
N -2.207 -3.609 11.322
H -3.044 0.633 11.814
H -4.728 0.187 11.391
H -3.391 -0.457 10.442
H -4.591 -3.177 12.640
H -5.338 -2.265 11.386
H -3.372 -2.699 9.942
H -4.328 -5.439 11.159
H -3.433 -5.215 9.656
H -5.041 -4.677 9.815
H -2.230 -4.282 12.075
H -1.691 -2.799 11.634
C 0.917 8.687 11.686
O 1.942 8.141 10.898
C 2.827 9.057 10.331
C 2.437 9.688 8.970
C 2.295 8.836 7.674
N 3.424 10.675 8.593
H 1.333 9.226 12.537
H 0.379 7.791 11.995
H 0.245 9.304 11.089
H 3.068 9.866 11.021
H 3.736 8.490 10.129
H 1.518 10.251 9.133
H 1.463 8.139 7.770
H 3.277 8.397 7.501
H 1.936 9.537 6.920
H 3.564 11.287 9.384
H 4.308 10.245 8.363
O 8.181 -7.096 1.724
C 7.128 -7.664 1.365
C 5.757 -7.047 1.152
C 5.125 -7.998 0.119
C 5.914 -9.277 0.451
O 7.190 -8.886 0.900
H 5.286 -6.999 2.134
H 5.892 -6.047 0.738
H 4.045 -8.076 0.246
H 5.421 -7.699 -0.887
H 5.320 -9.759 1.227
H 6.049 -9.960 -0.388
O 8.608 2.366 -0.074
C 8.213 2.242 1.098
C 7.928 0.926 1.842
C 7.775 1.397 3.264
C 7.287 2.878 3.029
O 7.909 3.354 1.846
H 6.944 0.719 1.420
H 8.540 0.039 1.679
H 6.987 0.819 3.747
H 8.674 1.397 3.880
H 6.204 2.984 2.956
H 7.662 3.386 3.917
O -3.693 13.492 6.268
C -4.129 12.575 5.594
C -5.164 12.703 4.500
C -5.151 11.331 3.959
C -4.415 10.412 4.855
O -3.726 11.239 5.758
H -6.098 13.045 4.946
H -4.823 13.337 3.682
H -6.197 11.080 3.785
H -4.572 11.342 3.035
H -5.166 9.873 5.432
H -3.831 9.683 4.293
```

Calculated total energy in eV: -116839.2472
LUMO level in Eh: 0.011
Charge: 0

=====

[2]
Formula: C15H19FN4O2S
Source: the OMol25 dataset
Level of theory: ωB97M-V/def2-TZVPD

```
42
C15H19FN4O2S ωB97M-V/def2-TZVPD
C -3.049 -2.178 0.187
C -1.605 -2.515 0.265
N -0.981 -3.213 -0.668
N 0.285 -3.345 -0.277
C 1.227 -4.058 -1.092
C 0.505 -2.742 0.901
C -0.695 -2.180 1.290
S -0.954 -1.265 2.783
O -2.349 -1.315 3.112
O 0.012 -1.725 3.735
N -0.597 0.329 2.477
C 0.786 0.701 2.328
C 1.232 0.722 0.860
N 0.328 1.574 0.115
C 0.752 2.222 -1.038
C 0.056 3.353 -1.482
C 0.462 4.073 -2.586
C 1.596 3.701 -3.291
C 2.306 2.588 -2.882
C 1.878 1.864 -1.786
F 2.594 0.747 -1.473
C -1.042 1.102 0.189
C -1.500 1.085 1.650
H -3.596 -3.011 -0.249
H -3.421 -1.966 1.186
H -3.208 -1.304 -0.445
H 2.021 -3.391 -1.433
H 1.670 -4.883 -0.533
H 0.688 -4.448 -1.952
H 1.454 -2.752 1.396
H 0.917 1.701 2.757
H 1.372 -0.015 2.904
H 1.245 -0.303 0.460
H 2.240 1.133 0.811
H -0.812 3.675 -0.927
H -0.103 4.940 -2.892
H 1.921 4.266 -4.149
H 3.184 2.253 -3.411
H -1.109 0.084 -0.227
H -1.689 1.754 -0.397
H -1.537 2.112 2.032
H -2.485 0.630 1.750
```

Calculated total energy in eV: -39470.5409
LUMO level in Eh: 0.024
Charge: 0
Relative energy (zero: lowest compared OMol25 entry of this formula, charge and spin) in kcal/mol: 12.79

=====

[3]
Formula: C3H8N2O
Source: the OMol25 dataset
Level of theory: ωB97M-V/def2-TZVPD

```
14
C3H8N2O ωB97M-V/def2-TZVPD
C 0.084 1.864 -0.329
C -0.135 1.528 0.978
N -1.330 1.339 1.563
H -0.805 2.071 -1.031
H 0.866 1.786 -0.887
H 0.654 1.410 1.788
H -2.179 1.506 1.100
H -1.455 1.299 2.496
N 0.390 -1.681 -1.331
C 1.075 -2.575 -0.626
O 1.154 -2.411 0.556
H 0.375 -1.632 -2.347
H -0.317 -1.131 -0.776
H 1.621 -3.373 -1.154
```

Calculated total energy in eV: -8266.9546
LUMO level in Eh: 0.038
Charge: 0
Relative energy (zero: lowest compared OMol25 entry of this formula, charge and spin) in kcal/mol: 54.69

=====

[4]
Formula: C40H30GeN2OPdS2
Source: the OMol25 dataset
Level of theory: ωB97M-V/def2-TZVPD

```
77
C40H30GeN2OPdS2 ωB97M-V/def2-TZVPD
Pd -1.718 -0.601 -1.524
S -2.188 -1.895 5.966
C -1.956 -3.547 6.390
C -1.713 -4.295 5.281
C -1.711 -3.537 4.077
C -1.957 -2.197 4.267
C -2.023 -1.121 3.292
C -2.020 -1.409 1.905
N -2.033 -0.513 0.960
C -2.001 0.817 1.305
C -2.106 1.214 2.673
C -2.158 2.624 2.981
C -2.063 3.545 2.013
C -1.880 3.169 0.628
C -1.725 4.096 -0.374
C -1.490 3.681 -1.703
C -1.412 2.297 -1.930
N -1.585 1.385 -1.004
C -1.836 1.780 0.301
C -1.302 4.600 -2.809
C -1.151 4.332 -4.149
C -0.975 5.493 -4.949
C -0.996 6.649 -4.235
S -1.221 6.322 -2.559
C -2.120 0.235 3.641
H -2.007 -3.853 7.426
H -1.526 -5.361 5.319
H -1.493 -3.961 3.104
H -2.016 -2.442 1.566
H -2.260 2.926 4.019
H -2.095 4.602 2.258
H -1.766 5.153 -0.124
H -1.139 1.894 -2.899
H -1.165 3.324 -4.545
H -0.838 5.465 -6.023
H -0.886 7.667 -4.579
H -2.166 0.529 4.687
C -0.289 -0.441 -2.883
Ge 1.099 -0.778 -1.510
C 2.920 -0.808 -2.375
C 3.986 0.031 -2.035
C 5.216 -0.054 -2.687
C 5.408 -0.984 -3.700
C 4.361 -1.830 -4.056
C 3.138 -1.737 -3.402
C 1.410 0.584 -0.081
C 1.447 0.283 1.282
C 1.565 1.286 2.242
C 1.643 2.618 1.856
C 1.597 2.942 0.503
C 1.477 1.935 -0.447
C 1.211 -2.517 -0.515
C 0.135 -3.416 -0.494
C 0.222 -4.610 0.223
C 1.377 -4.930 0.929
C 2.458 -4.058 0.903
C 2.373 -2.871 0.181
H 3.857 0.757 -1.239
H 6.027 0.609 -2.403
H 6.365 -1.053 -4.207
H 4.501 -2.558 -4.849
H 2.321 -2.392 -3.694
H 1.345 -0.748 1.607
H 1.568 1.026 3.297
H 1.712 3.400 2.604
H 1.625 3.982 0.191
H 1.406 2.200 -1.500
H -0.781 -3.178 -1.041
H -0.622 -5.293 0.227
H 1.437 -5.855 1.495
H 3.364 -4.301 1.447
H 3.228 -2.199 0.161
C -3.494 -2.821 -1.324
O -2.406 -2.469 -2.102
H -4.375 -2.163 -1.463
H -3.294 -2.813 -0.233
H -3.840 -3.845 -1.559
```

Calculated total energy in eV: -128657.4066
2S+1: 3
LUMO level (spin up / spin down) in Eh: 0.141 / 0.141
Charge: -2

=====

[5]
Formula: C2HClF2OS
Source: the OMol25 dataset
Level of theory: ωB97M-V/def2-TZVPD

```
8
C2HClF2OS ωB97M-V/def2-TZVPD
C -1.060 -1.060 -0.153
C -0.579 0.233 0.202
O -0.788 -1.723 -1.095
F -1.953 -1.506 0.848
F 0.357 2.601 -0.342
S 0.759 1.041 -0.524
Cl 4.432 -0.196 0.095
H -1.167 0.610 0.969
```

Calculated total energy in eV: -32926.6519
LUMO level (spin up / spin down) in Eh: -0.081 / -0.158
Charge: 0
Relative energy (zero: lowest compared OMol25 entry of this formula, charge and spin) in kcal/mol: 75.66

=====

[6]
Formula: C18H28NO5P2Ti
Source: the OMol25 dataset
Level of theory: ωB97M-V/def2-TZVPD

```
55
C18H28NO5P2Ti ωB97M-V/def2-TZVPD
Ti 0.166 -0.601 -0.218
P 1.783 -0.342 1.563
C 3.214 0.371 0.644
C 2.873 0.701 -0.793
N 1.663 0.417 -1.343
C 1.420 0.729 -2.644
C 2.455 1.156 -3.467
C 3.712 1.445 -2.925
C 3.887 1.268 -1.552
C 0.020 0.538 -3.184
P -1.243 0.735 -1.841
H 4.820 1.503 -1.031
H 2.245 1.248 -4.530
H 4.538 1.787 -3.551
H -0.173 1.288 -3.964
H -0.105 -0.465 -3.630
H 3.536 1.288 1.132
H 4.059 -0.339 0.693
H 1.853 5.540 0.944
O 2.463 6.187 1.314
H 2.931 5.723 2.039
H -2.429 2.993 1.773
O -2.806 3.771 1.373
H -2.684 4.450 2.062
C -1.570 2.530 -1.912
H -1.805 2.825 -2.949
H -2.401 2.781 -1.236
H -0.695 3.089 -1.550
C -2.772 0.039 -2.514
H -3.577 0.243 -1.797
H -3.020 0.490 -3.482
H -2.675 -1.046 -2.623
C 2.523 -1.907 2.202
H 3.329 -1.738 2.948
H 1.664 -2.442 2.647
H 2.950 -2.483 1.361
C 1.551 0.631 3.078
H 0.898 0.013 3.711
H 2.482 0.852 3.618
H 1.024 1.563 2.831
O 0.567 -5.159 -0.442
C -0.677 -5.185 0.082
C -1.181 -6.422 0.496
C -2.459 -6.476 1.056
C -3.232 -5.319 1.260
C -2.725 -4.078 0.891
C -1.473 -4.016 0.267
C -0.871 -2.763 0.048
O -1.348 -1.685 0.588
O 0.209 -2.597 -0.669
H 0.722 -4.229 -0.735
H -0.564 -7.316 0.383
H -2.847 -7.452 1.350
H -4.228 -5.394 1.711
H -3.269 -3.151 1.068
```

Calculated total energy in eV: -72515.0719
LUMO level (spin up / spin down) in Eh: -0.453 / -0.453
Charge: +3
Relative energy (zero: lowest compared OMol25 entry of this formula, charge and spin) in kcal/mol: 0.00

=====

[7]
Formula: C4H10S
Source: the OMol25 dataset
Level of theory: ωB97M-V/def2-TZVPD

```
15
C4H10S ωB97M-V/def2-TZVPD
C 2.083 2.300 -0.566
S 0.710 1.663 0.411
H 2.931 1.553 -0.422
H 1.738 2.497 -1.587
H 2.219 3.290 -0.216
H -0.237 2.427 -0.268
C -1.347 -1.097 -0.670
C -1.167 -1.209 0.755
C -0.750 -2.441 1.387
H -1.049 -0.112 -1.060
H -0.759 -1.816 -1.298
H -2.429 -1.009 -0.966
H -1.024 -0.238 1.308
H -0.544 -2.519 2.445
H -0.374 -3.287 0.747
```

Calculated total energy in eV: -15134.0820
2S+1: 2
LUMO level (spin up / spin down) in Eh: -0.173 / -0.341
Charge: +1
Relative energy (zero: lowest compared OMol25 entry of this formula, charge and spin) in kcal/mol: 43.45

=====

[8]
Formula: C6H14O3
Source: the OMol25 dataset
Level of theory: ωB97M-V/def2-TZVPD

```
23
C6H14O3 ωB97M-V/def2-TZVPD
C -0.054 -1.620 -0.573
C 0.797 0.713 0.271
C -0.217 -0.187 0.743
C 1.327 1.095 -1.078
C -1.692 0.028 0.965
C 0.038 2.288 0.997
O -0.379 -1.288 -1.884
O 1.230 -2.180 -0.521
O -0.957 -2.652 -0.224
H -1.039 -1.941 -2.175
H 1.396 -2.542 -1.412
H -0.447 -3.248 0.343
H 1.654 0.618 0.945
H 0.187 -0.752 1.586
H 1.005 2.082 -1.418
H 1.113 0.481 -1.953
H 2.420 1.137 -1.029
H -1.876 0.440 1.961
H -2.147 0.606 0.160
H -2.209 -0.934 1.031
H 0.901 2.955 1.004
H -0.375 2.258 2.004
H -0.674 2.646 0.256
```

Calculated total energy in eV: -12588.7864
LUMO level in Eh: 0.025
Charge: 0
Relative energy (zero: lowest compared OMol25 entry of this formula, charge and spin) in kcal/mol: 76.36